Record 1
ORCA calculation (ωB97M-V/def2-TZVPD) on a cluster of 2 separate species, C25H22F4N3 in total.

HOMO-LUMO gap, eV: 6.16
Net charge: +1
Multiplicity: 1

Cartesian coordinates (Å):
F1 -3.8113 2.8950 2.3890
C1 -3.7955 1.5239 2.4644
C2 -5.0069 0.8454 2.3263
C3 -4.9273 -0.5429 2.3933
F2 -6.0943 -1.2577 2.2701
C4 -3.7421 -1.2396 2.6600
C5 -2.5251 -0.5338 2.8581
C6 -1.2732 -1.2732 3.1073
C7 -0.0574 -0.5488 2.7843
C8 1.1892 -1.0985 2.4980
C9 2.4288 -0.3562 2.4189
C10 3.6374 -1.0956 2.3745
C11 4.8516 -0.4301 2.3597
F3 6.0160 -1.1680 2.3596
C12 4.9603 0.9625 2.3655
C13 3.7531 1.6673 2.4159
F4 3.8269 3.0441 2.4282
C14 2.5035 1.0570 2.4568
C15 -2.5890 0.8838 2.7458
H1 -5.9458 1.3759 2.1572
H2 -3.7449 -2.3288 2.6503
H3 -1.3225 -2.3306 2.7894
H4 -0.1486 0.5372 2.6452
H5 1.2576 -2.1514 2.2070
H6 3.5991 -2.1812 2.3642
H7 5.9245 1.4649 2.3374
H8 1.5982 1.6616 2.4960
H9 -1.6991 1.5182 2.8100
C16 2.1861 -0.0668 7.4937
C17 2.7550 -0.9175 6.5439
C18 1.9392 -1.7111 5.7424
C19 0.5599 -1.5999 5.8622
C20 -0.3189 -2.3261 4.8966
N1 -1.1321 -3.3723 5.4403
C21 -1.4030 -4.5663 5.0115
N2 -1.4141 -5.7012 5.7987
C22 -2.0982 -6.8244 5.2034
C23 -2.5185 -6.2813 3.8302
N3 -1.9338 -4.9552 3.7856
C24 -0.0282 -0.7938 6.8287
C25 0.7997 -0.0255 7.6512
H10 2.8258 0.5647 8.1085
H11 3.8309 -0.9527 6.3889
H12 2.3501 -2.4119 5.0104
H13 -1.1943 -1.5944 4.6754
H14 0.2686 -2.5940 3.9859
H15 -0.9789 -5.6959 6.7114
H16 -1.4401 -7.6945 5.1108
H17 -2.9733 -7.1182 5.7948
H18 -2.1199 -6.9058 3.0331
H19 -3.6083 -6.2479 3.7601
H20 -2.0985 -4.2800 3.0646
H21 -1.1175 -0.7830 6.9274
H22 0.3440 0.6370 8.3843

***

Record 2
ORCA calculation (ωB97M-V/def2-TZVPD) on a structure of composition C10H14Cl2IrNO8P2.

HOMO-LUMO gap (alpha / beta), eV: 7.46 / 4.79
Net charge: -1
Multiplicity: 6

Cartesian coordinates (Å):
Ir1 0.1535 -0.1319 0.3732
O1 -1.2724 0.6621 4.5082
P1 -0.2263 0.8721 3.3221
O2 1.0646 1.4122 3.7800
O3 -0.2331 -0.3908 2.4642
O4 -1.0084 2.0081 2.4012
P2 0.1795 2.6207 1.4348
O5 -1.0963 4.5054 -0.1293
O6 0.7166 3.8819 1.9458
O7 -0.4832 1.4472 -0.8758
H1 -1.0367 1.2564 5.2304
H2 -0.2547 3.3983 -1.5686
C1 3.6918 1.3355 0.8042
C2 3.1095 0.1682 0.0096
C3 3.0480 -1.0723 0.9037
C4 3.9692 -0.1230 -1.2213
O8 1.8270 0.5422 -0.4670
H3 4.6451 1.0555 1.2603
H4 3.0104 1.6369 1.6018
H5 3.8555 2.1952 0.1519
H6 4.0490 -1.4287 1.1580
H7 2.5187 -1.8805 0.3905
H8 2.5305 -0.8442 1.8408
H9 4.9715 -0.4537 -0.9376
H10 4.0581 0.7764 -1.8324
H11 3.4975 -0.9007 -1.8244
Cl1 -4.9208 -0.7715 -1.1713
C5 -4.3956 0.8571 -0.8488
C6 -5.3182 1.8306 -0.6737
C7 -4.9432 3.1644 -0.3839
C8 -3.6160 3.4756 -0.3170
C9 -2.6567 2.4841 -0.5369
Cl2 -0.9757 2.9626 -0.4605
C10 -2.9488 1.0671 -0.7477
N1 -2.1628 0.0447 -0.8091
H12 -6.3659 1.5662 -0.7466
H13 -5.6952 3.9228 -0.2211
H14 -3.2600 4.4717 -0.0964

***

Record 3
ORCA calculation (ωB97M-V/def2-TZVPD) on the molecule C2H5F2N.

HOMO-LUMO gap, eV: 11.63
Net charge: 0
Multiplicity: 1
Structure (SMILES): N[C@H](F)CF

Cartesian coordinates (Å):
C1 -0.5116 0.2754 -1.1704
C2 -0.3153 0.3490 0.4125
N1 1.0091 -0.2245 0.8459
F1 -0.3490 1.5471 -1.6618
F2 -1.2916 -0.3816 1.0532
H1 -1.4745 -0.1178 -1.3939
H2 0.1208 -0.4311 -1.6457
H3 -0.3634 1.3790 0.6393
H4 0.9289 -0.6860 1.8151
H5 1.1065 -1.0775 0.2214

***

Record 4
ORCA calculation (ωB97M-V/def2-TZVPD) on a cluster of 2 separate species, C4H12 in total.

HOMO-LUMO gap, eV: 12.67
Net charge: 0
Multiplicity: 1
Structure (SMILES): CC.CC

Cartesian coordinates (Å):
C1 -1.4494 2.5381 -1.5990
C2 -0.4317 1.4059 -1.3756
H1 -0.9188 3.4939 -1.5527
H2 -1.9290 2.4893 -2.5689
H3 -2.1777 2.5517 -0.7939
H4 -0.8711 0.4623 -1.6817
H5 -0.1439 1.3188 -0.3346
H6 0.3931 1.5680 -2.0734
C3 0.2330 -2.2053 1.5915
C4 1.6530 -1.6886 1.4393
H7 0.1422 -2.7381 2.5391
H8 -0.6171 -1.5224 1.6211
H9 0.0173 -2.9577 0.8392
H10 1.7577 -0.9422 0.6565
H11 2.1003 -1.3243 2.3531
H12 2.2422 -2.4495 0.9399

***

Record 5
ORCA calculation (ωB97M-V/def2-TZVPD) on the molecule C5H9NO.

HOMO-LUMO gap, eV: 9.84
Net charge: 0
Multiplicity: 1

Cartesian coordinates (Å):
C1 -1.8461 1.6943 -2.0269
C2 -0.8813 0.1061 -0.5411
N1 -0.7899 0.7578 -1.6946
O1 0.2975 -0.4947 -0.2964
C3 0.3353 -1.0155 1.0142
C4 1.3123 -0.4043 1.9614
C5 1.5349 -1.7957 1.4100
H1 -2.7647 1.3207 -1.5724
H2 -1.6285 2.6824 -1.6063
H3 -1.9776 1.7853 -3.1070
H4 0.0922 0.8204 -2.1993
H5 -0.6504 -1.2938 1.3709
H6 1.9433 0.3851 1.5625
H7 1.0194 -0.2772 2.9996
H8 2.3186 -1.9142 0.6683
H9 1.3873 -2.6490 2.0653

***

We obtain energy relative to the best compared isomer or geometry (same formula, charge and spin) values of 144.0; 1497.9; 94.8; 29.8; 323.2 kJ/mol for the records listed above, in that order.
We obtain max |F| values of 3.6; 2.9; 3.3; 1.3; 0.6 eV Å⁻¹ for the records listed above, in that order.